The following is a quantum chemistry calculation of a cluster of 22 separate species, C39H122O22 in total at a distorted geometry, from OMol25.

Summary:
Energy above the lowest of the compared OMol25 structures with the same formula, charge and spin ... 1.7861 eV
LUMO level ... 0.21 eV
Energy ... -3214.21274 Eh
Frontier orbital gap ... 9.63 eV

Each line ends with the Mulliken charge.
Atoms and positions in Å:
O1 -7.0257 1.4641 0.3376  -0.623
H1 -7.1474 1.3393 1.2788  0.295
H2 -6.3937 2.1799 0.2702  0.296
O2 -5.8877 -3.7233 2.2565  -0.638
H3 -4.9313 -3.6942 2.2841  0.457
H4 -6.0887 -4.3938 1.6036  0.278
O3 0.2475 -3.3708 2.2859  0.197
H5 0.0329 -3.9027 1.5195  0.108
H6 -0.0538 -2.4909 2.0593  0.185
O4 0.2631 -4.5201 -0.1462  -0.560
H7 0.9622 -4.4823 -0.7989  0.111
H8 -0.3993 -5.0901 -0.5368  0.256
O5 2.6088 -3.6950 4.1389  -0.602
H9 2.6272 -4.4785 4.6886  0.308
H10 1.7718 -3.7453 3.6772  0.183
O6 -2.6768 0.7891 -6.3256  -0.639
H11 -2.9479 1.2026 -5.5060  0.335
H12 -3.4853 0.7059 -6.8313  0.302
O7 2.9391 -4.3719 1.1507  -0.647
H13 2.0488 -4.0492 1.0113  0.342
H14 2.9925 -4.5294 2.0933  0.242
O8 -7.6137 -0.9007 -1.4445  -0.594
H15 -7.8450 -1.6332 -0.8734  0.299
H16 -7.4377 -0.1754 -0.8452  0.344
O9 -3.2494 -4.0707 2.1934  -0.662
H17 -2.4790 -4.5556 1.8975  0.223
H18 -2.8928 -3.3228 2.6727  0.288
C1 5.4025 0.2943 1.6004  -1.106
C2 6.2023 1.0186 0.3953  0.358
C3 5.7291 0.5545 -1.0021  -0.640
O10 6.0405 2.3424 0.6120  -0.563
H19 5.4301 -0.7738 1.3845  0.274
H20 4.3599 0.6015 1.6824  0.172
H21 5.8345 0.4567 2.5879  0.414
H22 7.2724 0.9128 0.5736  0.351
H23 5.1038 1.2892 -1.5092  0.095
H24 5.1622 -0.3750 -1.0542  -0.217
H25 6.5686 0.3288 -1.6596  0.494
H26 6.7373 2.5187 1.2485  0.285
C4 -2.1889 -0.0455 0.1087  -1.415
C5 -0.8920 -0.7189 0.3410  2.367
C6 0.3606 0.1782 0.3312  -0.930
O11 -1.0548 -1.1463 1.6589  -0.401
H27 -2.9894 -0.7849 0.0847  0.283
H28 -2.2241 0.5507 -0.8031  0.242
H29 -2.5102 0.6317 0.9001  0.352
H30 -0.7446 -1.5660 -0.3290  -0.954
H31 1.2339 -0.3597 0.7001  0.457
H32 0.3117 0.9949 1.0514  0.069
H33 0.5916 0.6475 -0.6251  -0.372
H34 -1.1924 -0.4507 2.3061  0.084
C7 2.4283 0.0509 -3.8286  -0.764
C8 1.0258 0.2607 -4.3771  0.213
C9 -0.0150 0.4828 -3.2790  0.199
O12 1.0228 1.3617 -5.3145  -0.637
H35 3.1610 0.1671 -4.6273  0.483
H36 2.5695 -0.9686 -3.4698  0.252
H37 2.6885 0.8223 -3.1038  -0.086
H38 0.7889 -0.5424 -5.0749  0.035
H39 -0.2003 -0.4963 -2.8375  -0.100
H40 -0.9763 0.8412 -3.6472  -0.085
H41 0.2653 1.2603 -2.5683  0.070
H42 1.3465 2.1203 -4.8233  0.329
C10 2.6132 -6.1607 -4.8134  -1.589
C11 2.3611 -4.6758 -4.3270  0.616
C12 1.4651 -3.8473 -5.1732  -1.066
O13 1.6289 -4.7175 -3.0750  -0.294
H43 3.1530 -6.2974 -5.7504  0.385
H44 1.6586 -6.5972 -5.1073  0.444
H45 2.9905 -6.8690 -4.0758  0.392
H46 3.3543 -4.2314 -4.2622  0.100
H47 1.0346 -2.9748 -4.6818  -0.031
H48 0.6972 -4.4571 -5.6493  0.361
H49 2.0422 -3.3410 -5.9469  0.383
H50 1.6619 -5.5977 -2.6931  0.244
C13 5.1901 -2.9801 -1.3232  -1.070
C14 5.4398 -4.4336 -1.6469  1.356
C15 6.8863 -4.7768 -2.1496  -1.531
O14 5.0705 -5.2444 -0.5800  -0.554
H51 5.8110 -2.6700 -0.4828  0.160
H52 4.1454 -2.9343 -1.0155  0.405
H53 5.3032 -2.3345 -2.1941  0.407
H54 4.7284 -4.8219 -2.3757  -0.508
H55 6.9627 -5.8248 -2.4393  0.413
H56 7.5471 -4.6534 -1.2916  0.376
H57 7.1940 -4.1639 -2.9968  0.341
H58 4.2325 -4.9666 -0.2031  0.279
C16 -4.9439 3.5338 -5.1041  -1.167
C17 -5.4074 3.4330 -3.6280  0.779
C18 -5.0667 1.9792 -3.1088  -0.602
O15 -4.7334 4.4693 -2.9581  -0.603
H59 -4.9515 2.5650 -5.6036  0.174
H60 -3.9662 3.9839 -5.2762  0.264
H61 -5.6206 4.1550 -5.6908  0.371
H62 -6.4658 3.6928 -3.6084  0.211
H63 -4.0334 1.6720 -3.2701  -0.162
H64 -5.7168 1.1907 -3.4878  0.456
H65 -5.3473 1.8977 -2.0586  -0.027
H66 -4.2590 5.0451 -3.5622  0.278
C19 1.9910 4.7928 3.8275  -1.162
C20 3.3635 5.5821 3.8256  0.704
C21 3.6770 6.0148 5.2601  -1.518
O16 4.4533 4.8008 3.2641  -0.556
H67 2.2969 3.8253 4.2256  0.262
H68 1.5138 4.7841 2.8476  0.232
H69 1.2818 5.2817 4.4953  0.449
H70 3.2134 6.4115 3.1344  0.222
H71 4.6259 6.5387 5.3748  0.364
H72 3.6023 5.2086 5.9899  0.353
H73 2.8870 6.6559 5.6513  0.408
H74 4.2309 4.5017 2.3794  0.613
C22 -1.5513 -3.1226 -2.3261  -1.287
C23 -2.5085 -3.6235 -1.1979  1.854
C24 -4.0217 -3.3550 -1.4368  -1.671
O17 -2.4525 -5.0614 -1.0791  -0.676
H75 -1.6158 -2.0626 -2.5720  0.223
H76 -1.7929 -3.5886 -3.2814  0.605
H77 -0.4972 -3.3652 -2.1923  0.199
H78 -2.2418 -3.2583 -0.2061  -0.517
H79 -4.5390 -3.6964 -0.5401  0.257
H80 -4.3431 -3.9966 -2.2573  0.464
H81 -4.2201 -2.3062 -1.6574  0.385
H82 -2.6139 -5.5199 -1.9070  0.389
C25 1.8769 4.1420 -0.4598  -1.147
C26 3.2475 3.5793 -0.4980  1.186
C27 4.1982 4.2968 -1.4556  -1.554
O18 3.8976 3.8764 0.7610  -0.739
H83 1.4455 4.2996 -1.4482  0.160
H84 1.8994 5.0381 0.1604  0.354
H85 1.3650 3.4238 0.1807  0.136
H86 3.3008 2.5252 -0.7700  -0.174
H87 4.4675 5.2577 -1.0171  0.331
H88 3.7127 4.4943 -2.4113  0.367
H89 5.0854 3.7328 -1.7436  0.389
H90 4.7351 3.4114 0.8243  0.404
C28 1.2037 -0.5267 4.3049  -1.031
C29 0.0460 0.2222 4.9030  0.815
C30 0.1643 1.7965 4.8493  -1.659
O19 -1.2555 -0.0525 4.3032  -0.483
H91 1.5782 -0.3515 3.2963  0.084
H92 0.9254 -1.5795 4.3515  0.035
H93 2.0609 -0.3833 4.9628  0.526
H94 -0.0012 -0.0112 5.9667  0.185
H95 -0.3968 2.4054 5.5581  0.443
H96 -0.0112 2.1432 3.8309  0.446
H97 1.2144 2.0786 4.9259  0.351
H98 -1.6279 0.7681 4.6341  0.267
C31 -1.2787 4.3466 -4.6583  -0.760
C32 -1.7222 5.7259 -3.9642  0.520
C33 -0.5877 6.8034 -4.0873  -1.338
O20 -2.9180 6.1924 -4.6315  -0.612
H99 -0.3286 4.0890 -4.1904  0.135
H100 -1.1439 4.4012 -5.7386  0.343
H101 -2.0077 3.5536 -4.4919  0.124
H102 -1.9469 5.6566 -2.8999  0.248
H103 -0.4820 7.2961 -5.0538  0.379
H104 0.3627 6.3559 -3.7967  0.252
H105 -0.9175 7.5409 -3.3556  0.417
H106 -2.7152 6.7102 -5.4140  0.337
C34 -2.1744 -6.6565 7.3475  -1.414
C35 -2.3243 -6.1492 5.8908  0.721
C36 -1.1325 -5.4329 5.3892  -1.237
O21 -2.6940 -7.1322 4.8835  -0.598
H107 -3.1526 -6.9669 7.7149  0.348
H108 -1.8681 -5.8927 8.0622  0.355
H109 -1.4595 -7.4722 7.4555  0.336
H110 -3.1692 -5.4605 5.8987  0.232
H111 -0.7897 -4.6012 6.0047  0.389
H112 -1.2223 -5.1153 4.3504  0.180
H113 -0.2605 -6.0853 5.3455  0.360
H114 -3.6380 -7.1529 4.7098  0.324
C37 -3.6380 5.2301 4.7851  -1.146
C38 -4.4068 4.9864 3.4509  0.524
C39 -4.4727 3.5486 2.9670  -0.961
O22 -5.6734 5.4644 3.6772  -0.548
H115 -3.5731 6.2767 5.0826  0.382
H116 -2.6322 4.8147 4.8471  0.171
H117 -4.2221 4.7220 5.5525  0.364
H118 -4.0948 5.6145 2.6166  0.204
H119 -4.9561 2.8976 3.6954  0.405
H120 -3.4433 3.1993 2.8866  0.226
H121 -4.9430 3.2878 2.0189  0.044
H122 -5.4930 6.3845 3.8833  0.323